Arrangement i

DFT (ωB97M-V/def2-TZVPD) results for one molecule with the formula C5H8O2.

```
15
Properties=species:S:1:pos:R:3
C -2.213 0.081 -0.738
C -1.114 -0.456 0.178
C 0.261 0.121 -0.166
C 1.381 -0.429 0.704
O 1.202 -1.153 1.651
C 2.821 0.173 0.408
O 2.887 1.380 0.643
H -2.302 1.171 -0.660
H -3.186 -0.350 -0.479
H -2.010 -0.163 -1.787
H -1.069 -1.549 0.107
H -1.350 -0.233 1.225
H 0.521 -0.091 -1.212
H 0.267 1.216 -0.078
H 3.904 0.281 0.203
```

Its spin multiplicity is 1. The HOMO energy is -9.3 eV. The SMILES is CCCC(=O)C=O.


Arrangement ii

DFT (ωB97M-V/def2-TZVPD) results for a 2-piece molecular cluster, C5H8O2 overall.

```
15
Properties=species:S:1:pos:R:3
C -0.764 1.192 -1.935
C -0.058 2.784 0.019
C -0.374 1.953 -0.968
C 0.257 -2.740 1.039
C 0.403 -1.401 0.377
O 0.551 2.333 1.128
O 0.161 -0.389 0.967
H -0.200 0.694 -2.641
H -1.716 0.779 -1.856
H -0.134 3.969 -0.077
H 1.067 -3.385 0.571
H 0.344 -2.540 2.145
H -0.819 -3.065 0.845
H 0.733 -1.479 -0.575
H 0.551 1.295 0.961
```

Its spin multiplicity is 1. The HOMO energy is -8.1 eV. The SMILES is C=C=CO.CC=O.


The calculated energies rank the structures as follows, beginning with the most stable: arrangement i, arrangement ii.


Arrangement i

DFT (ωB97M-V/def2-TZVPD) results for one molecule with the formula C5H8O2.

```
15
Properties=species:S:1:pos:R:3
C -1.072 1.707 0.532
C -0.004 0.724 0.930
O -0.518 -0.556 1.324
C 0.229 -0.481 0.142
C 1.446 -1.335 -0.143
O 1.054 -1.451 -1.521
C -0.221 -0.837 -1.266
H -0.664 2.571 -0.002
H -1.808 1.210 -0.109
H -1.596 2.067 1.424
H 0.798 1.107 1.566
H 2.416 -0.853 0.000
H 1.406 -2.308 0.366
H -1.048 -1.557 -1.286
H -0.416 -0.008 -1.957
```

Its spin multiplicity is 1. The HOMO energy is -9.9 eV. The SMILES is C[C@H]1OC12COC2.


Arrangement ii

DFT (ωB97M-V/def2-TZVPD) results for one molecule with the formula C5H8O2.

```
15
Properties=species:S:1:pos:R:3
C 0.559 -0.202 1.697
C 0.516 -1.081 0.475
O -0.705 -1.270 -0.209
C -1.335 -0.111 -0.733
C -0.333 0.875 -1.308
O 0.638 1.285 -0.356
C 1.219 0.249 0.404
H -0.381 0.283 1.938
H 1.149 -0.474 2.575
H 1.076 -2.016 0.442
H -1.970 0.380 0.025
H -1.988 -0.432 -1.555
H 0.134 0.436 -2.205
H -0.885 1.774 -1.611
H 2.310 0.330 0.388
```

Its spin multiplicity is 1. The HOMO energy is -9.2 eV. The SMILES is C1CO[C@@H]2C[C@@H]2O1.


The calculated energies rank the structures as follows, beginning with the most stable: arrangement ii, arrangement i.


Arrangement i

DFT (ωB97M-V/def2-TZVPD) results for one molecule with the formula C5H8O2.

```
15
Properties=species:S:1:pos:R:3
C 0.175 1.566 0.561
C 0.001 0.385 -0.383
O -0.170 0.770 -1.718
C 0.989 -0.782 -0.277
C -0.208 -1.606 0.552
C -1.118 -0.520 0.095
O -2.298 -0.432 -0.161
H 1.031 2.172 0.250
H -0.739 2.172 0.508
H 0.303 1.248 1.606
H -1.122 0.896 -1.827
H 1.260 -1.270 -1.203
H 1.911 -0.503 0.285
H -0.549 -2.639 0.406
H 0.536 -1.456 1.306
```

Its spin multiplicity is 1. The HOMO energy is -9.6 eV. The SMILES is C[C@@]1(O)CCC1=O.


Arrangement ii

DFT (ωB97M-V/def2-TZVPD) results for C5H8O2 as an isolated structure.

```
15
Properties=species:S:1:pos:R:3
C -1.342 0.212 1.170
C 0.121 0.058 0.726
C 0.376 -1.406 0.362
O -0.054 -1.553 -0.924
C 0.632 -0.550 -1.553
C 0.513 0.690 -0.617
O -0.350 1.625 -1.227
H -1.566 -0.438 2.025
H -2.030 -0.055 0.360
H -1.536 1.250 1.461
H 0.792 0.369 1.533
H 2.112 -1.411 -0.215
H 2.176 -1.110 -0.968
H 1.482 1.191 -0.533
H -1.151 1.166 -1.520
```

Its spin multiplicity is 1. The HOMO energy is -9.4 eV.


Arrangement iii

DFT (ωB97M-V/def2-TZVPD) results for a 3-piece molecular cluster, C5H8O2 overall.

```
15
Properties=species:S:1:pos:R:3
C 1.179 1.621 0.223
C 0.152 1.665 -0.865
O 0.547 -0.922 -1.736
C 0.589 -1.771 -0.884
C -1.440 -1.218 0.968
O -1.108 -0.364 1.748
C -0.292 1.882 0.328
H 1.596 0.661 0.555
H 1.883 2.450 0.336
H -0.015 1.562 -1.924
H 1.277 -1.713 -0.018
H -0.076 -2.658 -0.916
H -1.977 -0.996 0.025
H -1.211 -2.287 1.153
H -1.102 2.086 1.006
```

Its spin multiplicity is 1. The HOMO energy is -9.0 eV. The SMILES is C1=CC1.C=O.C=O.


The calculated energies rank the structures as follows, beginning with the most stable: arrangement i, arrangement iii, arrangement ii.


Arrangement i

DFT (ωB97M-V/def2-TZVPD) results for C5H8O2 as an isolated structure.

```
15
Properties=species:S:1:pos:R:3
C -0.737 -0.407 1.438
C -0.449 -0.611 -0.008
C -0.775 -1.599 -0.820
C 2.070 0.207 0.188
O 0.383 0.422 -0.557
C -0.226 1.605 -0.891
O -1.398 1.798 -0.816
H -1.355 0.485 1.589
H 0.219 -0.280 1.954
H -1.262 -1.275 1.839
H -1.341 -2.448 -0.451
H -0.461 -1.601 -1.858
H 2.550 0.005 -0.789
H 2.239 1.286 0.383
H 0.536 2.316 -1.240
```

Its spin multiplicity is 1. The HOMO energy is -8.4 eV.


Arrangement ii

DFT (ωB97M-V/def2-TZVPD) results for C5H8O2 as an isolated structure.

```
15
Properties=species:S:1:pos:R:3
C 1.438 -0.002 0.703
C 0.477 0.253 -0.417
C -0.087 -0.855 -1.200
C -1.265 -0.560 -0.290
O -1.134 -1.296 0.867
C -0.768 1.320 -0.106
O 0.404 1.561 -0.879
H 2.427 -0.210 0.280
H 1.112 -0.861 1.293
H 1.519 0.879 1.348
H -0.275 -0.650 -2.253
H 0.420 -1.802 -1.023
H -1.933 -1.138 1.385
H -1.645 1.681 -0.632
H -0.690 1.680 0.923
```

Its spin multiplicity is 1. The HOMO energy is -7.7 eV.


Arrangement iii

DFT (ωB97M-V/def2-TZVPD) results for one molecule with the formula C5H8O2.

```
15
Properties=species:S:1:pos:R:3
O 2.571 0.490 0.871
C 1.196 0.703 0.722
C 0.783 1.043 -0.664
C -1.041 -0.583 0.054
O -1.526 -0.488 1.324
C -1.771 -0.886 -1.019
C 0.424 -0.308 -0.085
H 2.707 -0.174 1.557
H 0.704 1.202 1.556
H -0.034 1.747 -0.801
H 1.550 1.104 -1.424
H -2.476 -0.668 1.298
H -2.833 -1.120 -0.986
H -1.282 -0.908 -1.986
H 1.027 -1.154 -0.416
```

Its spin multiplicity is 1. The HOMO energy is -8.8 eV. The SMILES is C=C(O)[C@H]1C[C@@H]1O.


The calculated energies rank the structures as follows, beginning with the most stable: arrangement iii, arrangement ii, arrangement i.


Arrangement i

DFT (ωB97M-V/def2-TZVPD) results for a 2-piece molecular cluster, C5H8O2 overall.

```
15
Properties=species:S:1:pos:R:3
C 0.634 0.719 0.296
C 0.609 -0.537 0.732
C 0.195 1.162 -1.065
C 0.145 -1.704 -0.082
C -2.639 -0.001 -0.331
O 1.067 1.764 1.067
O -2.645 0.115 0.793
H 1.339 1.443 1.935
H 0.961 -0.761 1.731
H 0.357 2.233 -1.155
H -0.867 0.948 -1.214
H 0.756 0.645 -1.839
H -0.279 -2.469 0.565
H -0.609 -1.403 -0.807
H 0.978 -2.152 -0.626
```

Its spin multiplicity is 1. The HOMO energy is -8.4 eV.


Arrangement ii

DFT (ωB97M-V/def2-TZVPD) results for a 2-piece molecular cluster, C5H8O2 overall.

```
15
Properties=species:S:1:pos:R:3
O -0.142 -2.264 1.080
C 0.058 -0.981 1.426
C 1.151 -0.271 1.133
C -0.299 0.133 -1.301
C -0.563 1.589 -1.769
C -0.676 1.216 -0.365
O -1.145 1.541 0.694
H -0.821 -2.594 1.677
H 1.201 -0.076 2.240
H -0.766 -0.440 1.897
H 1.886 -0.752 0.478
H 0.723 -0.220 -1.432
H -1.039 -0.644 -1.483
H -1.507 1.813 -2.252
H 0.305 2.142 -2.115
```

Its spin multiplicity is 1. The HOMO energy is -8.3 eV. The SMILES is O=C1CC1.C=CO.


Arrangement iii

DFT (ωB97M-V/def2-TZVPD) results for one molecule with the formula C5H8O2.

```
15
Properties=species:S:1:pos:R:3
C 0.121 0.311 -0.169
C -1.164 -1.620 0.485
C 0.433 0.220 -1.641
O 0.315 -0.808 0.541
O -1.959 -1.099 1.467
C 1.456 1.228 0.676
C 1.798 2.357 0.957
H -1.512 -1.257 2.316
H -0.797 0.873 0.049
H -1.643 -1.561 -0.491
H -0.778 -2.615 0.697
H 0.879 1.167 -1.966
H -0.474 0.049 -2.228
H 1.149 -0.578 -1.853
H 2.177 3.333 1.160
```

Its spin multiplicity is 1. The HOMO energy is -9.7 eV. The SMILES is C#C[C@@H](C)OCO.


Arrangement iv

DFT (ωB97M-V/def2-TZVPD) results for one molecule with the formula C5H8O2.

```
15
Properties=species:S:1:pos:R:3
C -0.574 -0.677 -0.057
C 2.216 -0.310 0.018
C 0.018 0.710 0.049
C -2.083 -0.900 -0.098
C -0.675 1.853 0.116
O 1.404 0.854 0.082
O -2.965 -0.050 -0.081
H -2.368 -1.966 -0.156
H -0.228 -1.270 0.798
H -0.197 -1.151 -0.971
H 3.262 0.009 0.058
H 2.066 -0.844 -0.925
H 2.034 -0.965 0.875
H -1.756 1.904 0.101
H -0.154 2.804 0.190
```

Its spin multiplicity is 1. The HOMO energy is -8.6 eV. The SMILES is C=C(CC=O)OC.


The calculated energies rank the structures as follows, beginning with the most stable: arrangement i, arrangement iv, arrangement iii, arrangement ii.


Arrangement i

DFT (ωB97M-V/def2-TZVPD) results for one molecule with the formula C5H8O2.

```
15
Properties=species:S:1:pos:R:3
O -1.674 0.564 -0.480
C -0.338 0.156 -0.441
C 0.524 0.984 0.499
C 0.428 0.455 1.908
O -0.561 -0.104 2.329
C 0.196 -0.394 -1.723
C -0.082 -1.315 -0.555
H -2.040 0.332 0.387
H 1.571 1.051 0.183
H 0.126 2.009 0.509
H 1.313 0.587 2.562
H 1.236 -0.209 -1.986
H -0.496 -0.423 -2.560
H -0.965 -1.946 -0.610
H 0.763 -1.747 -0.022
```

Its spin multiplicity is 1. The HOMO energy is -9.9 eV. The SMILES is O=CCC1(O)CC1.


Arrangement ii

DFT (ωB97M-V/def2-TZVPD) results for one molecule with the formula C5H8O2.

```
15
Properties=species:S:1:pos:R:3
O -1.984 0.566 -1.061
C -1.482 -0.100 0.075
C -0.056 -0.457 -0.255
C 0.937 -0.824 0.880
C 1.887 0.224 0.291
O 3.062 0.438 0.411
C 0.799 0.786 -0.608
H -2.932 0.675 -0.986
H -1.468 0.568 0.937
H -2.058 -0.971 0.399
H -0.043 -1.202 -1.048
H 0.586 -0.551 1.882
H 1.346 -1.838 0.904
H 0.355 1.688 -0.174
H 1.051 1.000 -1.647
```

Its spin multiplicity is 1. The HOMO energy is -9.5 eV. The SMILES is O=C1CC(CO)C1.


Arrangement iii

DFT (ωB97M-V/def2-TZVPD) results for one molecule with the formula C5H8O2.

```
15
Properties=species:S:1:pos:R:3
C -0.930 1.194 -0.508
C -0.031 0.130 0.193
C -0.871 -0.914 0.938
C 0.757 -0.375 -0.942
C 2.122 -0.360 0.361
O 3.252 -0.456 0.725
O 1.061 0.577 0.993
H -0.336 2.045 -0.862
H -1.491 0.798 -1.382
H -1.660 1.518 0.221
H -0.252 -1.734 1.323
H -1.375 -0.451 1.794
H -1.636 -1.339 0.275
H 0.190 -1.068 -1.604
H 1.200 0.434 -1.523
```

Its spin multiplicity is 1. The HOMO energy is -10.1 eV. The SMILES is CC1(C)CC(=O)O1.


Arrangement iv

DFT (ωB97M-V/def2-TZVPD) results for one molecule with the formula C5H8O2.

```
15
Properties=species:S:1:pos:R:3
C -0.493 -1.483 0.634
C -0.053 -0.276 -0.185
O -0.595 -0.420 -1.473
C -0.582 1.042 0.398
O -0.433 2.089 -0.548
C 2.361 -1.169 -0.268
C 1.484 -0.210 -0.239
H -1.578 -1.454 0.781
H 0.006 -1.508 1.606
H -0.242 -2.400 0.091
H -0.633 0.476 -1.848
H -0.095 1.282 1.352
H -1.659 0.944 0.564
H 0.501 2.334 -0.599
H 2.010 0.754 -0.265
```

Its spin multiplicity is 1. The HOMO energy is -10.4 eV.


The calculated energies rank the structures as follows, beginning with the most stable: arrangement ii, arrangement i, arrangement iii, arrangement iv.